1.
C20H19N3OS in the gas phase, computed with ωB97M-V/def2-TZVPD.

Calculated values
energy relative to the best compared isomer or geometry (same formula, charge and spin)	0.3667	eV
LUMO level	-0.17	eV
HOMO level	-8.5	eV
orbital gap	8.32	eV
structure (SMILES)	Cc1cccc(NC(=O)CSc2nc(C3CC3)nc3ccccc23)c1

The geometry in XYZ format:
```
44
Properties=species:S:1:pos:R:3:lowdin_charge:R:1
C -3.126 1.635 0.064 -0.04
C -2.061 1.457 -0.975 -0.28
C -1.549 0.193 -1.227 0.01
C -0.524 0.008 -2.146 -0.23
C -0.014 1.093 -2.847 -0.02
C -0.533 2.352 -2.606 -0.08
C -1.542 2.537 -1.677 -0.06
H -1.929 3.529 -1.492 0.11
H -0.143 3.200 -3.148 0.11
H 0.787 0.946 -3.551 0.11
N 0.001 -1.287 -2.299 0.10
C 1.338 -1.557 -2.370 -0.57
O 2.173 -0.826 -2.844 0.07
C 1.705 -2.970 -1.914 -0.34
H 2.772 -2.995 -1.695 0.09
H 1.476 -3.695 -2.697 0.09
S 0.783 -3.532 -0.451 1.00
C 0.803 -2.043 0.487 -0.51
N 1.513 -1.067 -0.003 0.13
C 1.452 0.142 0.595 -0.29
N 0.724 0.413 1.647 0.20
C 0.005 -0.585 2.196 -0.21
C -0.791 -0.331 3.330 -0.01
C -1.536 -1.336 3.885 -0.07
C -1.523 -2.631 3.343 -0.08
C -0.762 -2.912 2.240 -0.05
C 0.009 -1.900 1.651 -0.16
H -0.738 -3.902 1.806 0.09
H -2.121 -3.404 3.801 0.10
H -2.144 -1.138 4.755 0.11
H -0.787 0.667 3.739 0.11
C 2.252 1.191 -0.037 -0.20
C 1.734 2.608 0.000 -0.11
C 2.902 2.236 0.838 -0.10
H 3.884 2.582 0.553 0.10
H 2.748 2.138 1.901 0.10
H 0.785 2.759 0.491 0.10
H 1.887 3.213 -0.879 0.10
H 2.770 0.853 -0.923 0.13
H -0.565 -2.007 -1.862 0.10
H -1.940 -0.657 -0.682 0.12
H -2.714 1.433 1.053 0.07
H -3.947 0.940 -0.103 0.08
H -3.516 2.650 0.052 0.07
```

2.
A molecular structure, C20H19N5Os, computed with ωB97M-V/def2-TZVPD.

Calculated values
energy relative to the best compared isomer or geometry (same formula, charge and spin)	0.0000	eV
LUMO level (alpha / beta)	-14.16 / -17.09	eV
charge	+4
HOMO level (alpha / beta)	-21.9 / -21.9	eV
orbital gap (alpha / beta)	7.79 / 4.84	eV
multiplicity	5

The geometry in XYZ format:
```
45
Properties=species:S:1:pos:R:3:lowdin_charge:R:1
Os 0.152 0.214 -0.036 1.71
C -0.988 3.490 -0.449 0.01
C -2.063 2.467 -0.412 -0.22
C -3.416 2.897 -0.568 0.11
C -4.458 2.008 -0.556 0.08
C -4.152 0.655 -0.400 0.11
C -2.822 0.259 -0.261 -0.16
N -1.772 1.168 -0.251 -0.01
C -2.448 -1.121 -0.176 -0.13
C -3.335 -2.223 -0.115 0.14
C -2.824 -3.511 -0.026 0.08
C -1.451 -3.707 -0.017 0.14
C -0.583 -2.591 -0.099 -0.13
N -1.108 -1.341 -0.169 -0.06
C 0.850 -2.646 -0.172 -0.16
C 1.554 -3.846 -0.173 0.11
C 2.938 -3.831 -0.370 0.07
C 3.538 -2.625 -0.620 0.10
C 2.793 -1.410 -0.621 -0.22
C 3.483 -0.144 -0.969 0.01
N 1.483 -1.421 -0.334 -0.02
H -1.410 4.491 -0.492 0.12
H -0.377 3.357 -1.348 0.12
H -0.350 3.424 0.429 0.08
H -3.596 3.957 -0.697 0.16
H -5.484 2.336 -0.676 0.16
H -4.946 -0.078 -0.405 0.15
H -4.407 -2.074 -0.128 0.15
H -3.495 -4.360 0.031 0.16
H -1.055 -4.712 0.048 0.15
H 1.041 -4.789 -0.042 0.15
H 3.508 -4.752 -0.363 0.16
H 4.598 -2.568 -0.836 0.16
H 4.400 -0.350 -1.518 0.12
H 3.764 0.408 -0.068 0.11
H 2.847 0.487 -1.591 0.09
N 2.373 2.623 2.524 0.15
C 2.756 3.264 1.362 0.02
C 2.134 2.621 0.352 -0.13
N 1.372 1.576 0.895 -0.19
C 1.566 1.620 2.232 -0.11
H 2.667 2.879 3.462 0.21
H 3.422 4.113 1.362 0.16
H 2.177 2.824 -0.704 0.13
H 1.127 0.962 2.967 0.16
```

3.
A molecular structure, C20H19N6O2Pb, computed with ωB97M-V/def2-TZVPD.

Calculated values
energy relative to the best compared isomer or geometry (same formula, charge and spin)	0.0000	eV
LUMO level	-2.24	eV
charge	+1
HOMO level	-11.7	eV
orbital gap	9.46	eV

The geometry in XYZ format:
```
48
Properties=species:S:1:pos:R:3:lowdin_charge:R:1
Pb 0.325 0.618 0.910 1.51
C -2.196 -1.190 -0.630 -0.11
N -0.851 -1.489 -0.138 -0.11
C -0.021 -2.273 -1.050 -0.10
C 1.383 -1.768 -1.101 -0.30
N 1.848 -0.769 -0.388 -0.01
C 3.176 -0.615 -0.738 -0.22
C 4.139 0.284 -0.296 -0.01
C 5.390 0.204 -0.873 -0.07
C 5.685 -0.738 -1.862 -0.07
C 4.745 -1.647 -2.303 -0.01
C 3.489 -1.575 -1.721 -0.18
N 2.326 -2.289 -1.918 0.18
C -2.337 0.251 -0.982 -0.30
N -1.668 1.201 -0.375 -0.01
C -2.103 2.396 -0.908 -0.23
C -1.771 3.711 -0.602 -0.01
C -2.410 4.705 -1.316 -0.07
C -3.344 4.413 -2.316 -0.07
C -3.689 3.112 -2.625 -0.01
C -3.066 2.113 -1.896 -0.18
N -3.182 0.739 -1.913 0.19
H -2.465 -1.805 -1.495 0.13
H -2.923 -1.413 0.158 0.15
H -0.939 -2.017 0.750 0.05
H 0.011 -3.330 -0.743 0.15
H -0.433 -2.246 -2.068 0.14
H 3.907 1.003 0.474 0.11
H 6.170 0.878 -0.555 0.11
H 6.676 -0.766 -2.287 0.11
H 4.979 -2.376 -3.062 0.12
H 2.221 -3.067 -2.551 0.18
H -1.059 3.937 0.177 0.11
H -2.186 5.741 -1.106 0.11
H -3.813 5.222 -2.855 0.11
H -4.411 2.881 -3.391 0.12
H -3.812 0.209 -2.492 0.18
O -1.200 -2.771 2.259 0.04
C -0.895 -1.902 3.062 -0.48
C -1.014 -1.986 4.572 -0.06
C -0.681 -0.569 5.039 -0.07
C -0.158 0.095 3.788 -0.56
O 0.376 1.183 3.654 -0.04
N -0.385 -0.699 2.710 -0.03
H -0.298 -2.721 4.942 0.13
H -2.008 -2.334 4.851 0.13
H 0.041 -0.521 5.852 0.13
H -1.571 -0.021 5.355 0.13
```

4.
A molecular structure, C20H19N7SSn in a non-equilibrium geometry, computed with ωB97M-V/def2-TZVPD.

Calculated values
LUMO level	-5.83	eV
charge	+2
HOMO level	-14.1	eV
orbital gap	8.29	eV

The geometry in XYZ format:
```
48
Properties=species:S:1:pos:R:3:lowdin_charge:R:1
Sn 0.862 -0.604 -0.011 1.19
C -2.539 0.297 0.634 -0.09
N -1.258 0.955 0.908 -0.13
C -1.139 2.335 0.427 -0.09
C -0.149 2.425 -0.692 -0.28
N 0.662 1.442 -1.000 -0.03
C 1.499 1.904 -2.019 -0.22
C 2.535 1.273 -2.701 -0.02
C 3.183 2.003 -3.676 -0.05
C 2.808 3.322 -3.968 -0.05
C 1.781 3.957 -3.299 0.01
C 1.134 3.221 -2.314 -0.16
N 0.082 3.508 -1.449 0.20
C -2.375 -0.774 -0.398 -0.28
N -1.200 -1.227 -0.764 -0.03
C -1.425 -2.276 -1.658 -0.22
C -0.531 -3.101 -2.335 -0.02
C -1.068 -4.062 -3.167 -0.05
C -2.455 -4.196 -3.325 -0.05
C -3.350 -3.382 -2.659 0.01
C -2.807 -2.419 -1.819 -0.16
N -3.369 -1.442 -1.002 0.20
H -3.302 1.008 0.305 0.14
H -2.911 -0.176 1.546 0.15
H -1.077 0.932 1.903 0.02
H -0.786 2.980 1.235 0.15
H -2.101 2.733 0.093 0.14
H 2.815 0.252 -2.472 0.10
H 3.996 1.553 -4.229 0.12
H 3.341 3.858 -4.742 0.12
H 1.501 4.976 -3.530 0.12
H -0.400 4.391 -1.387 0.19
H 0.539 -2.987 -2.210 0.10
H -0.411 -4.726 -3.710 0.12
H -2.833 -4.960 -3.988 0.12
H -4.418 -3.495 -2.786 0.12
H -4.356 -1.288 -0.869 0.19
S 0.808 -0.335 2.632 0.52
C 1.247 -0.491 4.273 -0.75
N 2.331 -1.237 4.619 0.10
C 2.715 -1.390 5.904 -0.01
C 2.000 -0.780 6.890 0.00
C 0.892 -0.022 6.482 -0.05
N 0.535 0.114 5.218 0.09
H 2.855 -1.685 3.879 0.16
H 3.588 -1.999 6.093 0.15
H 2.275 -0.878 7.928 0.13
H 0.277 0.492 7.212 0.13
```

5.
C20H19NO3 in the gas phase, computed with ωB97M-V/def2-TZVPD.

Calculated values
energy relative to the best compared isomer or geometry (same formula, charge and spin)	0.3355	eV
LUMO level	0.44	eV
HOMO level	-8.0	eV
orbital gap	8.40	eV
structure (SMILES)	CCOc1ccc(NC(=O)c2cc3ccccc3cc2OC)cc1

The geometry in XYZ format:
```
43
Properties=species:S:1:pos:R:3:lowdin_charge:R:1
C 5.406 -2.119 -1.645 -0.07
C 3.919 -1.888 -1.429 -0.27
O 3.655 -2.057 -0.049 -0.05
C 2.387 -1.890 0.405 -0.27
C 2.201 -2.075 1.778 0.00
C 0.957 -1.920 2.343 -0.02
C -0.144 -1.573 1.560 -0.25
C 0.034 -1.420 0.191 -0.01
C 1.286 -1.567 -0.381 0.00
H 1.383 -1.433 -1.446 0.11
H -0.802 -1.188 -0.447 0.11
N -1.391 -1.437 2.185 0.14
C -2.439 -0.615 1.897 -0.46
O -3.453 -0.664 2.567 0.07
C -2.211 0.404 0.828 -0.09
C -1.254 1.351 1.122 0.04
C -0.990 2.442 0.279 -0.16
C -0.010 3.411 0.579 -0.03
C 0.211 4.459 -0.268 -0.09
C -0.538 4.586 -1.451 -0.08
C -1.493 3.663 -1.770 -0.03
C -1.745 2.565 -0.916 -0.16
C -2.707 1.590 -1.211 0.06
C -2.956 0.520 -0.374 -0.21
O -3.877 -0.357 -0.849 -0.06
C -4.226 -1.522 -0.141 -0.06
H -4.893 -2.071 -0.806 0.10
H -4.747 -1.292 0.791 0.09
H -3.349 -2.141 0.078 0.10
H -3.282 1.661 -2.122 0.13
H -2.070 3.757 -2.678 0.11
H -0.351 5.424 -2.106 0.10
H 0.962 5.201 -0.036 0.10
H 0.561 3.307 1.491 0.11
H -0.693 1.262 2.042 0.14
H -1.510 -1.962 3.044 0.16
H 0.829 -2.064 3.407 0.11
H 3.056 -2.340 2.380 0.12
H 3.333 -2.609 -2.016 0.13
H 3.642 -0.871 -1.743 0.13
H 5.981 -1.406 -1.061 0.08
H 5.649 -1.999 -2.697 0.08
H 5.675 -3.123 -1.328 0.08
```